Entry 1:
# C30H52Br10IN6O3S

A 6-piece molecular cluster, C30H52Br10IN6O3S overall in a non-equilibrium geometry (ωB97M-V/def2-TZVPD, OMol25).

Output
charge = +1

Geometry as XYZ:
```
103
C30H52Br10IN6O3S (ωB97M-V/def2-TZVPD)
N -1.1180 5.4107 -1.4954
O 5.7007 1.6806 -5.1282
H 6.1407 4.3527 -5.0521
H -1.1620 7.1184 -3.3299
H -0.1438 0.7260 0.9702
H 2.5944 -8.1712 7.9544
C -0.2708 -8.8200 1.9897
H -4.0121 1.9277 -3.9723
Br -1.9220 -4.0712 -3.0486
H 0.3965 -6.7731 1.7492
C -2.9778 1.9331 0.6329
H 4.7774 0.2393 -3.3709
Br -2.5507 -4.3877 0.5380
C -1.6713 7.7384 -4.0606
H -0.1622 7.9674 -5.5608
H 1.9442 3.7500 3.4072
C 6.6911 0.6389 -2.4903
H -3.1190 5.2720 -0.8316
Br 0.0600 -9.1950 0.1060
Br 2.3690 -7.9373 2.7027
H -1.7182 1.6772 2.3299
C -4.3124 -6.2521 4.8043
H 2.9862 1.8414 -2.5663
H -2.6998 -6.1993 -1.1628
C 0.2965 5.1018 2.9769
Br 0.5163 -6.8463 8.1609
C 0.4714 -7.5972 2.4518
H -4.0652 0.0704 0.4303
C 3.5301 3.7323 -1.5834
C 1.5009 -8.6672 6.1830
H -3.5523 3.0355 -2.6791
H 0.5548 5.5525 3.9312
H -4.3885 -6.1273 5.8792
H -3.8340 -1.5363 -1.3396
Br -4.5701 -3.3922 4.7579
H 3.3279 4.7348 -1.9659
C -1.1486 7.5224 -5.4548
C 2.5339 3.4321 -0.5317
C -1.6681 2.2146 1.3836
H -2.0352 -1.5912 -1.3330
N 4.9493 2.3264 -3.0628
C 1.3828 3.4017 1.3970
C -0.9292 -5.0772 -1.7124
H -4.7254 -7.2169 4.5196
C -3.0878 0.4830 0.1630
N 1.4692 2.6397 -0.6644
H -2.3788 1.8725 -3.2802
H 1.1926 2.1469 -1.4982
H 1.6155 -7.7638 5.5955
H -1.8120 7.9227 -6.2139
H -0.7828 1.4980 -0.4474
H 0.4045 2.9539 3.2076
C 3.5687 2.7402 -2.7643
N -2.8664 0.3591 -1.2847
H 4.7168 0.7682 -1.6924
Br -0.9173 5.6323 -5.8551
C 5.2728 2.5517 -4.4227
H 2.2559 -9.3900 5.8840
C 5.1330 3.9695 -4.9190
H -0.2389 -4.3806 -1.2477
O -1.6687 5.7771 0.6099
H -3.0034 2.5942 -0.2293
H -3.8113 2.1572 1.2941
H -6.0717 -5.2465 4.1097
H -1.3434 -8.6612 2.0792
H 3.1073 3.2077 -3.6286
C -1.8452 -5.7128 -0.7049
H 7.2439 1.0156 -3.3449
H -2.3539 -0.1611 0.6476
C -0.3338 5.9213 0.4441
H -4.6941 -5.1337 2.9933
H -0.3712 -5.8334 -2.2596
H -2.9111 -1.1073 -2.7670
C 1.5726 -8.4012 7.6623
S 0.7293 6.3536 1.7404
H 7.0912 1.0961 -1.5888
H -0.7805 4.9697 2.9894
C 5.2096 0.9361 -2.6505
Br -0.2084 -9.4540 5.6825
H 1.2029 -9.2330 8.2524
H 6.8439 -0.4364 -2.4603
H -1.5837 8.7861 -3.7815
H 4.5281 3.7741 -1.1524
C -2.0786 5.4604 -0.6395
N 2.5126 3.8863 0.7272
I 3.9806 5.0639 1.4990
C -3.4310 2.0215 -3.0602
H 0.1037 -7.2819 3.4243
N 0.0482 5.7156 -0.7870
C -4.9911 -5.1488 4.0372
C 1.0369 3.7401 2.8039
Br -2.4151 -6.3447 4.3906
H -1.5782 3.2761 1.5694
H 4.5871 4.6076 -4.2329
C -0.4669 1.6912 0.5802
Br -3.5651 7.3177 -3.9204
C -2.9130 -1.0574 -1.6787
C 0.7402 2.5751 0.5097
O -5.0681 0.8740 -1.7858
H -1.3009 -6.4318 -0.1011
H 4.6341 3.9340 -5.8827
H 0.0127 -9.7087 2.5421
C -3.9090 1.0587 -2.0161
```

Results of the Mulliken charge analysis, in e, for atoms 1 through 2: atom 1 (N): -0.2741, atom 2 (O): -0.5570


Entry 2:
# C3H8N2S

A 2-piece molecular cluster, C3H8N2S overall in a non-equilibrium geometry (ωB97M-V/def2-TZVPD, OMol25).

Geometry as XYZ:
```
14
C3H8N2S (ωB97M-V/def2-TZVPD)
N 1.6739 0.9112 -0.2026
H -1.1196 -2.2924 -0.8212
H 1.3834 1.3676 0.7149
C 0.7543 -0.8272 0.4893
H 0.5581 -1.9302 0.9492
H -1.0913 -0.8572 1.2191
N 1.7831 -0.3717 0.0937
H -1.8160 1.5320 -0.4521
S -2.1697 -0.6411 -1.7377
C -1.1668 0.4652 -0.7100
H 2.5494 1.2817 -0.6595
H -0.1704 0.7950 -1.1666
H -0.5766 0.5786 1.6328
C -0.5919 -0.0116 0.6507
```

Results of the Mulliken charge analysis, in e, for atoms 1 through 2: atom 1 (N): -0.4424, atom 2 (H): 0.0951


Entry 3:
# C12H17N

A 2-piece molecular cluster, C12H17N overall in a non-equilibrium geometry (ωB97M-V/def2-TZVPD, OMol25).

Output
expectation value of S² = 0.78
charge = +1
spin multiplicity = 2

Geometry as XYZ:
```
30
C12H17N (ωB97M-V/def2-TZVPD)
H 3.1209 -1.9214 2.7232
H 2.2689 -3.3618 2.0498
H 0.6057 2.8308 -1.0086
H -0.5785 1.2128 1.7465
C 0.5586 -1.7200 0.6429
H -0.4474 -3.4351 -2.0935
C -1.1538 -1.4556 -1.6287
C -1.1222 -0.4517 -0.6703
H -1.7726 -1.3988 -2.5118
H -0.0891 2.4034 -3.3963
C 0.6173 -0.3574 2.3946
N -0.2701 0.2719 1.5778
C -0.3394 -2.5893 -1.4280
H -0.2286 4.7383 0.2409
H -1.6593 3.0805 -2.9938
H 0.8866 0.1318 3.3265
H 1.8871 -2.5858 3.6016
H 0.9687 -3.6791 -0.1949
C -0.7527 4.5464 -0.7092
H -0.5339 5.4368 -1.2897
C 2.1540 -2.4070 2.5557
C 0.4788 -2.7343 -0.3400
H -1.0415 2.4796 -0.8478
C -0.5899 3.2072 -2.8414
C -0.3068 -0.5179 0.4435
H -1.7978 4.5426 -0.4091
H -0.2969 4.1352 -3.3288
C 1.2030 -1.5122 1.8678
C -0.3753 3.1964 -1.3268
H -1.7685 0.4071 -0.7946
```

Results of the Mulliken charge analysis, in e, for atoms 1 through 2: atom 1 (H): 0.3490, atom 2 (H): 0.3419


Entry 4:
# C3H2BrF2I

A 2-piece molecular cluster, C3H2BrF2I overall in a non-equilibrium geometry (ωB97M-V/def2-TZVPD, OMol25).

Output
expectation value of S² = 2.01
spin multiplicity = 3

Geometry as XYZ:
```
9
C3H2BrF2I (ωB97M-V/def2-TZVPD)
C 3.3973 0.8289 -0.3445
H 2.0026 -1.0653 2.6900
C 2.2273 -0.3250 2.0227
F 4.5258 0.2483 -0.6540
H 2.3525 0.6111 2.5823
Br 3.6238 2.4697 0.5907
I 2.2655 -2.3814 -0.4330
C 2.3228 -0.6558 0.7750
F 2.7006 1.0105 -1.4725
```

Results of the Mulliken charge analysis, in e, for atoms 1 through 2: atom 1 (C): 0.4101, atom 2 (H): 0.3087


Entry 5:
# C31H65F12O28P5

A 9-piece molecular cluster, C31H65F12O28P5 overall in a non-equilibrium geometry (ωB97M-V/def2-TZVPD, OMol25).

Output
structure (SMILES) = CCOC(=O)C(F)(F)F.CCOC(=O)C(F)(F)F.CCOC(=O)C(F)(F)F.CCOC(=O)C(F)(F)F.COP(=O)(OC)OC.COP(=O)(OC)OC.COP(=O)(OC)OC.COP(=O)(OC)OC.COP(=O)(OC)OC

Geometry as XYZ:
```
141
C31H65F12O28P5 (ωB97M-V/def2-TZVPD)
F 0.0906 -0.0066 -2.9008
H -4.3088 -1.8268 -6.4164
H 6.5172 0.8027 5.5277
H -2.2993 -4.3125 3.2253
C -3.9900 3.0927 -0.6898
O 3.9258 3.0458 3.7378
H -4.5079 -2.1074 -2.2863
C -3.6228 -0.4890 2.0525
F -3.7111 -6.4055 0.5090
O 1.1323 -4.0891 3.4860
H -3.4344 -2.6234 2.4511
P 3.9356 6.7360 -0.8235
C 2.4023 4.4339 -0.9455
C -0.8793 -3.1833 -4.7423
O 3.5373 5.1767 -0.4744
H 4.5672 -2.2820 -3.3276
C -2.7094 -4.9298 -1.1195
O -2.6391 -0.4835 -5.8969
O -3.9661 1.9265 -0.5040
O -4.5333 0.7994 -4.7191
H -1.2497 -4.0835 -4.2519
O -0.4389 0.6619 0.3919
C 0.5092 -3.7737 0.2949
H 3.1219 5.9957 1.9494
C 0.4940 0.4955 -0.5772
C 3.1039 3.4729 4.8408
H -4.9660 -0.3532 -2.4853
C -2.8580 -1.8013 2.0267
H 5.9945 6.4611 -3.5714
O 5.6816 4.9759 3.6896
H -1.6246 2.3172 -5.3700
H -0.4446 -3.5813 -1.5932
C -3.9858 0.7025 5.6152
O -2.6472 -4.6587 -2.3214
H 4.4571 5.7884 -3.3213
H 2.7768 7.7369 2.0448
C -3.3436 0.4818 4.1905
P 0.7383 -5.3868 4.2508
C -3.9652 -5.3956 -0.3567
H 0.3765 -2.2699 2.9257
C -7.3245 4.0775 -2.0361
O 4.2449 7.3481 0.6550
C -6.1252 3.0646 -1.9190
O -4.1183 -0.0747 3.3178
O 5.3879 6.6244 -1.6296
O 2.6762 -3.2167 -3.1732
H 3.1254 -1.2934 -3.2298
C 3.5508 6.9933 1.8546
O 6.1724 2.6127 4.7474
H -4.5442 -0.5046 1.4704
H 1.3092 -2.1685 4.3065
F -1.7591 3.7489 -0.4802
F -3.1921 0.2280 6.5760
F -1.0120 -1.1454 -1.4184
O 1.5043 1.2134 -0.6810
H 5.8778 0.6950 3.8108
H -7.7968 4.4120 -1.1125
O -1.7136 -4.6446 -0.2483
H 3.3813 -4.8442 4.9833
H 1.6652 0.9512 2.3343
F -5.1759 0.1409 5.6886
F 1.0968 -1.5081 -1.6154
C -3.4154 -1.3586 -6.8296
P 1.5288 -4.0129 -4.0330
P -3.2473 0.1261 -4.4900
O 2.8449 7.5096 -1.5638
H 2.5204 4.3613 4.5995
O -0.9034 -5.2524 4.4571
C -2.9471 4.0713 -0.1330
H 0.6175 1.6775 3.4283
C 5.5067 3.1278 0.9562
H -0.9481 -3.2731 -5.8264
C -4.1591 -1.0805 -2.3957
H 1.8372 4.0826 -0.0822
H -0.7060 2.6046 -3.9049
F -4.1470 2.0192 5.8532
H -1.4828 -2.3045 -4.5150
H 5.2938 2.2125 0.4038
H -0.1046 -5.2690 -1.1880
C -0.2253 1.5844 1.4431
H 1.7369 4.9957 -1.6010
H -0.3663 -2.9361 4.2344
O 6.0525 2.7768 2.2440
O 1.1390 -6.6385 3.5378
H 4.6340 3.7339 1.1992
O -3.2738 -1.1389 -3.4755
O 2.3109 -4.4675 -5.3960
C 3.2537 -5.5417 -5.3578
F -4.8838 -5.6840 -1.3474
H 2.6600 -3.8155 6.2228
F -4.5045 -4.3249 0.2969
H 7.5085 1.2812 4.3168
H 3.1095 -5.5017 6.6647
H -1.1313 -5.4443 2.4661
C -1.6725 2.2701 -4.2820
H 2.7844 3.5455 -1.4484
H -6.4476 2.2562 -1.2628
H 4.3065 6.9715 2.6397
C 0.6327 -2.8607 3.8052
F -2.9887 4.0191 1.1755
H 0.1316 2.5387 1.0560
O -2.0018 0.9665 -3.8811
C 5.4346 5.8708 -2.8461
C 3.5367 -2.2003 -3.6731
F -3.2072 5.4390 -0.4692
H 3.7803 3.6643 5.6739
H 2.7965 -6.4897 -5.6413
H -2.3906 3.0319 -3.9787
O 0.8930 -5.1074 -3.3178
O 1.3905 -5.2079 5.7243
O 0.4629 -2.8530 -4.4855
O -2.1566 0.7072 3.9209
H -3.6437 -0.9154 -1.4495
C -0.4775 -4.3231 -0.7953
H 1.3453 -3.3360 -0.2505
C 0.6068 0.9762 2.5940
H -8.1613 3.5501 -2.4941
H 0.2450 0.0028 2.9252
H 5.9483 4.9279 -2.6588
H -1.1788 1.9337 1.8391
H -1.9449 -1.7302 2.6178
C 0.1748 -0.5857 -1.6873
P 5.4649 3.5181 3.5948
H 6.2058 3.7364 0.3827
H -2.7626 -2.1888 -7.0989
H 2.4105 2.6932 5.1560
H 3.5276 -5.7012 -4.3149
C 2.7514 -4.8438 5.8728
H -5.8756 2.6544 -2.8975
H 3.5943 -2.1700 -4.7611
H 0.9193 -4.5094 0.9867
C -1.7435 -5.2425 3.3451
C 6.4428 1.2689 4.5453
H -3.1644 0.3059 1.4642
H -2.4513 -6.0714 3.3426
H -2.4337 -1.9712 1.0372
H -3.6724 -0.8483 -7.7578
H 4.0766 -5.2920 -6.0275
O -4.9324 3.7208 -1.4044
H 0.0142 -3.0033 0.8862
H -7.1457 4.9916 -2.6024
```

Results of the Mulliken charge analysis, in e, for atoms 1 through 2: atom 1 (F): -0.1993, atom 2 (H): 0.3292


Entry 6:
# C8H12O2

One molecule with the formula C8H12O2 in a non-equilibrium geometry (ωB97M-V/def2-TZVPD, OMol25).

Output
structure (SMILES) = Cc1ccoc1C(C)(C)O

Geometry as XYZ:
```
22
C8H12O2 (ωB97M-V/def2-TZVPD)
C -0.3365 0.2438 0.0626
O -0.9464 1.4709 -0.1933
H 1.8204 0.9556 -1.8549
H 1.9690 -1.5082 0.4662
H 1.3420 1.8054 1.7659
C -2.5159 -0.0777 -0.0924
C 1.6911 -0.0270 -1.3261
O 1.7171 -0.6943 0.9713
H -1.9540 -2.2490 1.1752
H -1.5143 -2.6315 -0.3670
H 2.7088 -0.5501 -1.1510
H -2.9309 2.1421 -0.3276
H 2.6501 1.7338 0.5148
C 1.1594 0.3357 0.1313
H 0.9983 2.5730 0.1923
C 1.5297 1.6865 0.7483
C -1.2391 -0.7210 0.1553
H -0.1724 -2.3351 0.8309
H -3.4955 -0.5832 -0.0944
C -2.2980 1.2682 -0.3112
C -1.1724 -2.1795 0.5066
H 0.9894 -0.6585 -1.8027
```

Results of the Mulliken charge analysis, in e, for atoms 1 through 2: atom 1 (C): -0.3855, atom 2 (O): -0.3578


| no. | E_tot (a.u.) |
| --- | --- |
| 1 | -28164.370093 |
| 2 | -626.558806 |
| 3 | -521.918219 |
| 4 | -3186.713425 |
| 5 | -6232.465682 |
| 6 | -462.444057 |